(1)
50
Properties=species:S:1:pos:R:3:forces:R:3 method="wB97M-V/def2-TZVPD" charge=0 gap_ha=0.3291 lumo_ev=-0.02 e_above_lowest_kcal_mol=102.2 smiles="C=C/C=C/CCCO.O.O.O.O.O.O.O.O.O.O" e_tot_ev=-30297.6846
C 2.590292 -1.481130 2.516095 -1.0 -1.8 0.8
C 1.256693 -1.248706 2.631520 0.3 -1.1 -2.7
C 0.502176 -0.011312 2.320096 2.1 2.4 1.5
C -0.546771 0.126676 1.484502 0.2 0.0 1.7
C -1.489971 1.284730 1.437885 -1.6 2.6 0.2
C -2.903720 1.010222 0.767882 2.1 -0.7 -1.0
C -2.720749 0.904609 -0.799332 -1.3 -0.4 0.2
O -1.424221 1.086883 -1.327299 -0.1 0.5 0.5
H 3.496120 -0.919416 2.496694 -0.2 1.5 -0.1
H 2.935304 -2.531007 2.522885 -0.7 0.3 0.1
H 0.605113 -2.159393 2.501982 0.8 0.7 0.6
H 1.078257 0.917200 2.870194 -2.1 -1.8 -1.4
H -0.879282 -0.714913 0.906991 0.0 -0.6 -0.1
H -1.834101 1.728591 2.407561 0.9 -0.9 -0.1
H -1.017320 2.233070 1.010014 -0.5 -1.3 0.0
H -3.339193 0.051616 1.084893 0.4 0.1 0.3
H -3.640066 1.744431 1.064019 0.1 0.5 -0.1
H -2.923642 -0.161307 -1.066160 -0.4 1.0 -0.1
H -3.485019 1.626285 -1.232122 0.9 -1.0 -0.1
H -0.972811 1.852437 -0.929692 0.0 -0.3 -0.4
O 1.760661 2.755137 -4.002170 -0.1 1.4 2.7
H 1.651374 2.126714 -4.665648 -0.4 -1.8 -1.7
H 1.258234 2.439202 -3.208088 0.4 0.3 -0.8
O -1.681891 0.378261 4.782634 1.9 4.0 1.9
H -0.967385 0.847226 4.279742 -0.9 -0.6 0.8
H -1.867805 -0.310474 4.242080 -1.0 -3.4 -2.6
O -2.471765 -3.338065 2.161793 1.3 0.7 1.2
H -2.496741 -2.930549 3.070620 0.1 -0.6 -1.4
H -1.530045 -3.253381 1.859464 -1.2 -0.1 0.5
O 0.920587 2.435626 -1.167030 -1.2 0.6 -0.6
H 1.079709 3.406593 -1.130477 0.4 -1.3 0.4
H 1.482366 1.994236 -0.513298 0.0 0.7 -0.1
O 1.932204 -2.525971 -1.538137 -2.0 0.0 0.8
H 2.352063 -3.304763 -1.855277 0.4 -0.9 -0.5
H 0.951904 -2.601056 -1.694055 1.2 -0.2 0.2
O 1.961799 -0.147494 -2.234556 -1.4 1.8 -0.5
H 1.088608 0.347488 -2.291599 1.5 -1.3 0.5
H 1.895952 -0.988190 -1.755637 -0.2 0.2 -0.3
O -1.374683 -2.403433 -1.679882 -0.1 3.9 3.0
H -1.542843 -3.174876 -2.080359 -0.5 -4.7 -2.9
H -2.183714 -2.414044 -1.112096 0.6 0.6 -0.1
O -3.819964 -3.104129 -0.164496 -0.9 -0.5 -0.4
H -3.532650 -3.244223 0.739183 0.5 0.2 0.7
H -4.596459 -3.691769 -0.198842 0.4 0.5 -0.4
O 3.896287 1.649041 -2.359536 1.2 -0.9 0.8
H 3.215566 2.005527 -2.925133 -0.6 -0.2 -0.9
H 3.680674 0.707278 -2.143312 -0.4 1.2 -0.7
O 3.147289 3.050393 -0.325657 1.1 0.3 -0.6
H 3.311862 2.428541 -1.128266 0.4 1.0 1.2
H 3.827844 3.742402 -0.443448 -0.5 -0.7 0.2

=====

(2)
68
Properties=species:S:1:pos:R:3:forces:R:3 method="wB97M-V/def2-TZVPD" charge=0 gap_ha=0.3322 lumo_ev=-0.22 e_above_lowest_kcal_mol=39.6 smiles="NC(N)=O.NC(N)=O.NC(N)=O.NC(N)=O.NC(N)=O.NC(N)=O.NC(N)=O.O.O.O.O" e_tot_ev=-51234.0461
N 13.756048 13.998909 -4.060702 0.0 0.6 -0.5
C 13.921388 13.479302 -2.801649 -1.0 0.0 0.1
N 15.229178 13.287211 -2.511004 0.4 -0.4 0.3
O 12.964798 13.259089 -2.070525 0.7 0.1 0.3
H 14.211349 13.501537 -4.824051 -0.5 0.3 0.3
H 12.805026 14.301476 -4.200124 0.0 -0.4 -0.3
H 15.903328 13.681113 -3.142423 0.1 0.0 0.2
H 15.494167 13.013937 -1.581631 0.0 0.0 -0.1
N 17.934318 17.136036 -8.870479 -0.3 -0.1 -0.8
C 17.435009 17.062189 -10.151225 1.1 -1.1 1.5
N 17.166633 18.296346 -10.619276 -0.6 1.2 -2.2
O 17.303291 15.997979 -10.722130 -0.3 0.4 -0.7
H 17.977926 18.084206 -8.549092 0.2 -0.4 1.2
H 17.828213 16.296514 -8.325936 0.1 0.3 0.4
H 17.221584 18.430532 -11.617606 -0.3 -0.2 0.1
H 17.224125 19.158065 -10.110583 0.2 -0.2 0.4
N 11.716863 14.570410 -10.888605 -0.4 -0.1 0.5
C 10.858434 14.303898 -9.839867 -0.1 0.9 -0.7
N 11.446757 13.494615 -8.908232 0.2 -0.2 -0.1
O 9.750087 14.793497 -9.764734 0.0 -0.5 0.0
H 12.631949 14.162410 -10.931270 0.2 0.3 -0.4
H 11.389065 15.193141 -11.601789 0.1 0.0 0.0
H 12.363775 13.190001 -9.176080 0.0 -0.4 0.5
H 10.906067 12.995172 -8.228203 -0.1 0.1 -0.1
N 17.924552 17.286474 -3.068936 -0.1 -1.6 -0.9
C 16.811592 17.967610 -3.512281 1.3 1.1 1.9
N 16.268735 17.355293 -4.578424 -1.5 -0.1 -1.7
O 16.443024 18.994552 -2.955287 -0.4 -0.3 -1.0
H 18.589052 17.550397 -2.369717 -0.5 0.5 0.3
H 17.835095 16.302964 -3.272720 0.7 0.0 0.2
H 15.494986 17.759083 -5.077615 -0.1 0.4 0.6
H 16.593576 16.545410 -5.082178 0.5 -0.2 0.6
N 14.691717 16.923312 -8.190215 1.2 0.3 -0.9
C 14.448108 15.604378 -8.249226 -1.1 -1.3 0.4
N 13.552818 15.251876 -7.276629 0.7 0.0 -0.7
O 14.940395 14.829328 -9.096272 -0.4 0.5 0.9
H 14.111742 17.524672 -7.637243 0.0 0.2 -0.1
H 15.385806 17.257005 -8.838622 -0.4 0.4 0.1
H 13.469809 15.975322 -6.588394 -0.5 -0.4 0.5
H 13.406575 14.290176 -7.019544 0.1 0.0 0.0
N 13.004668 11.199661 -7.354104 -0.3 -0.6 -1.1
C 14.232998 11.700659 -7.216884 0.0 0.9 1.8
N 15.171826 11.309566 -8.080439 0.0 0.2 0.6
O 14.437278 12.485254 -6.259038 0.9 -0.6 -1.0
H 12.808010 10.841196 -8.274165 -0.8 -0.3 0.4
H 12.332598 11.355226 -6.625725 -0.2 0.1 -0.2
H 14.955254 10.736479 -8.873207 0.3 -0.1 0.0
H 16.084159 11.693819 -7.875362 0.2 -0.1 -0.8
N 11.585176 18.420133 -8.463194 0.8 1.3 0.2
C 11.166012 17.715528 -7.396634 -1.5 -2.8 -1.9
N 12.012148 17.810965 -6.329089 0.6 -0.1 1.1
O 10.284222 16.867166 -7.525314 0.5 1.1 1.3
H 10.995485 18.596247 -9.255671 -0.1 -0.1 0.2
H 12.366037 19.019358 -8.261949 -0.1 0.5 -0.8
H 11.771380 17.215273 -5.550455 -0.1 0.3 0.1
H 12.435367 18.698796 -6.113954 -0.2 0.0 0.2
O 14.690837 14.382744 -11.979103 0.0 -0.1 0.0
H 15.273578 14.624069 -12.704390 0.0 0.0 0.0
H 15.183805 14.618435 -11.181343 0.0 0.2 0.2
O 17.101938 13.209640 -8.687588 -0.1 0.0 0.4
H 16.217510 13.640847 -8.679617 0.4 0.2 -0.3
H 17.235786 12.948075 -9.603647 0.1 0.2 -0.1
O 16.616755 14.456736 -5.731736 0.3 0.2 0.0
H 17.272858 14.346603 -6.429901 0.0 -0.2 0.0
H 16.011336 13.709188 -5.849140 -0.2 0.0 -0.2
O 13.705645 19.653970 -9.835169 0.2 0.1 -0.2
H 13.408502 18.978462 -10.456926 0.1 -0.1 0.1
H 13.956047 20.401015 -10.388380 0.0 0.0 0.0

=====

(3)
58
Properties=species:S:1:pos:R:3:forces:R:3 method="wB97M-V/def2-TZVPD" charge=0 gap_ha=0.3434 lumo_ev=-0.17 e_above_lowest_kcal_mol=85.1 e_tot_ev=-34491.2654
C -1.173604 0.705601 -0.390466 -0.7 -0.8 -1.9
O -0.722659 0.596501 -1.755575 0.8 1.0 -1.1
C 0.022250 0.319416 0.468087 -0.9 -1.2 -0.4
C -0.363337 0.386327 1.925096 -0.8 1.5 1.0
C 0.672912 -0.156619 2.897031 -0.1 0.7 0.8
C 2.634737 -1.505046 2.648297 -0.1 -1.3 -1.0
C 1.302231 -1.510858 2.690959 1.0 1.2 1.5
C 0.505905 -2.744492 3.026425 0.4 0.2 -1.0
H -1.576433 1.763524 -0.230027 0.7 -2.3 0.0
H -2.027906 -0.009002 -0.404504 0.3 0.5 1.3
H -1.060160 -0.043196 -2.402933 -0.2 -0.1 1.0
H 0.258855 -0.728721 0.271760 -0.4 -0.2 -0.3
H 0.928179 0.762244 0.035081 -0.6 0.7 1.0
H -0.606226 1.446346 2.212851 0.5 -0.6 -0.1
H -1.377906 -0.033710 2.071260 0.5 -0.5 -0.2
H 1.423871 0.619525 2.975655 0.9 0.0 -0.7
H 0.401579 -0.080829 3.955354 -1.1 -0.4 -0.1
H 3.235387 -0.605404 2.672435 -0.1 0.0 -0.2
H 3.121457 -2.460705 2.446971 0.3 0.2 0.5
H 1.142925 -3.571512 3.347888 0.0 0.1 -0.3
H -0.161009 -2.524130 3.850819 -0.4 0.1 -0.1
H -0.028072 -3.011321 2.111840 -0.5 -0.4 0.3
H -1.722521 3.124681 -0.317927 0.1 1.0 0.0
H -1.288142 4.388901 0.538036 -0.3 -0.9 -0.5
O -2.000756 3.728468 0.377883 -0.6 0.8 0.1
H -1.331136 -3.378579 0.063607 -0.4 0.3 -0.3
H -1.694713 -2.476880 -1.222537 -0.2 -0.5 0.5
O -1.008873 -2.985578 -0.755778 0.8 0.0 0.1
H 1.156378 -2.867057 0.072087 0.3 0.5 0.1
H 1.398342 -4.106550 -0.647054 0.3 -0.3 -0.1
O 1.883816 -3.477416 -0.102202 -0.5 -0.4 0.0
H 1.288402 -1.382648 -2.733476 0.0 -0.3 0.0
H 0.385449 -2.062970 -3.825611 -0.1 -0.4 0.1
O 0.946505 -1.316571 -3.640984 0.1 0.7 -0.1
H 2.269204 1.253480 -3.152926 -0.1 0.2 -0.1
H 2.302986 2.655045 -2.465190 -0.2 -0.5 -0.4
O 2.814307 1.838912 -2.617466 0.4 0.1 0.6
H -2.032758 -3.391501 -2.936352 -0.9 -0.6 -0.6
H -3.550956 -2.595689 -3.075971 0.6 -0.9 -0.2
O -2.625049 -2.654425 -2.790492 0.3 1.5 0.5
H -4.320398 0.074454 -2.433063 -1.1 0.0 -0.1
H -3.337679 -0.760660 -1.893868 0.2 -0.9 0.4
O -4.297016 -0.779364 -1.976837 0.6 1.0 -0.4
H 0.011764 3.613243 1.950030 0.0 -0.1 0.1
H 1.205108 3.864795 1.027922 0.0 -0.1 0.0
O 0.313135 4.175320 1.232056 0.8 0.3 0.2
H 0.087921 2.263804 -3.063052 -0.2 -0.3 0.1
H -0.123335 2.842916 -1.674687 0.2 -0.1 -0.4
O 0.279518 3.038346 -2.531769 0.1 0.7 0.2
H -2.570196 2.766367 1.933348 -0.7 -0.1 -0.1
H -3.521809 1.543225 1.981925 0.0 0.1 -0.1
O -3.299549 2.356986 2.443154 0.4 0.0 0.2
H 2.351546 -0.054938 -1.255569 0.8 -0.2 -0.1
H 3.128418 -1.449791 -0.957787 0.5 0.2 0.0
O 2.298850 -1.010956 -1.129475 -1.2 0.2 -0.3
H 2.802169 1.390329 0.966578 -0.3 0.4 0.4
H 2.752402 2.003538 -0.362086 -0.1 0.6 -0.2
O 2.495694 2.214821 0.551230 0.7 -0.7 -0.3

=====

(4)
60
Properties=species:S:1:pos:R:3:forces:R:3 method="wB97M-V/def2-TZVPD" charge=0 gap_ha=0.3058 lumo_ev=0.09 e_above_lowest_kcal_mol=66.6 e_tot_ev=-35999.2798
C 0.153172 -3.322286 -1.386792 0.1 -0.3 1.3
C 1.303262 -2.448010 -0.815582 -1.1 0.6 -1.1
C 0.742025 -1.342752 0.045056 0.4 0.1 0.0
C 0.653040 -1.359739 1.371410 0.0 -0.5 -0.2
N 0.842855 -2.444773 2.224595 -0.3 0.0 0.0
C 0.307513 -0.148201 -0.737041 -0.3 1.6 -1.8
C -0.749901 0.808266 -0.240432 0.1 -1.3 1.4
C -1.055580 2.019984 -0.673311 0.1 -0.3 -0.3
H 0.028214 -4.130655 -0.661550 -0.1 -0.5 -0.5
H 0.325273 -3.662181 -2.403602 0.1 -0.3 0.1
H -0.814114 -2.819243 -1.351103 0.2 0.4 -0.2
H 1.709701 -1.972648 -1.709446 0.4 0.2 0.2
H 2.111832 -3.015134 -0.359375 -0.1 -0.2 0.2
H 0.390956 -0.453173 1.878704 -0.4 0.2 0.2
H 0.971470 -3.377261 1.877090 0.2 0.1 -0.1
H 1.193955 -2.248765 3.137839 0.4 -0.2 0.0
H 1.112056 0.513437 -1.090859 0.4 -0.4 0.2
H -0.092745 -0.451096 -1.720080 0.1 -0.5 0.1
H -1.311478 0.329325 0.566346 -0.3 0.6 0.0
H -1.903602 2.539619 -0.250724 0.0 0.1 -0.1
H -0.541814 2.424172 -1.538614 0.0 0.2 0.1
H -2.669296 0.638890 3.253691 -0.4 -0.3 -0.6
H -3.581866 1.230977 2.058412 0.6 -0.7 0.6
O -3.205249 1.377809 2.940846 0.2 1.4 0.6
H 3.119026 -0.230604 -1.813663 0.6 -0.1 -0.3
H 4.057109 -0.511030 -3.056644 0.1 0.1 0.2
O 3.198048 -0.174416 -2.793745 -0.5 0.0 -0.1
H 3.057528 0.391951 0.535028 0.1 0.1 0.0
H 3.635407 -0.964934 0.356512 0.1 -0.1 -0.2
O 3.546854 -0.133039 -0.123655 -0.1 0.0 0.5
H 0.031927 3.057828 3.145348 -0.6 0.0 -0.4
H -1.238901 2.134766 3.482172 -0.4 0.6 -0.7
O -0.371400 2.441993 3.756923 0.7 -0.6 0.9
H 1.981532 0.285662 2.812855 0.2 0.1 0.2
H 2.323952 1.740899 2.882425 0.1 0.2 0.1
O 2.647737 0.922041 2.497041 -0.3 -0.1 -0.3
H 2.335213 1.381444 -3.062749 0.1 0.2 0.1
H 1.752349 2.801419 -2.667508 0.2 -0.1 0.1
O 1.663392 2.058253 -3.269865 -0.3 -0.1 -0.3
H 2.793828 3.081162 0.538635 0.0 0.1 0.0
H 1.278932 3.009457 0.507198 0.0 0.1 -0.1
O 2.014256 3.623493 0.371281 -0.1 -0.3 0.1
H -2.050042 -1.450957 2.899778 0.2 -0.1 0.0
H -3.116807 -1.205145 3.949845 0.1 0.0 0.2
O -2.171007 -1.094615 3.788484 -0.1 -0.1 -0.1
H -2.514672 -0.485863 -1.908126 0.0 0.4 -0.4
H -3.514339 -0.108855 -3.064560 0.6 0.2 0.2
O -3.428391 -0.525513 -2.199547 -0.8 -0.7 0.5
H -4.455831 -0.796873 0.594190 -0.2 0.2 -0.4
H -4.896465 0.711530 0.501985 -0.2 -0.4 -0.4
O -4.268541 0.096289 0.890155 0.1 0.1 0.2
H 0.587082 0.582442 -4.465767 0.1 0.0 0.2
H 0.793155 -0.920099 -4.731073 0.0 0.0 0.0
O 0.117520 -0.240443 -4.661799 0.0 0.0 -0.1
H -0.028987 0.233960 4.271555 0.3 0.3 0.1
H 0.284834 -1.232251 4.197903 -0.2 0.1 0.3
O 0.721303 -0.377747 4.282272 -0.2 -0.1 0.0
H -1.704607 0.345730 -4.454834 0.0 -0.1 0.1
H -1.803407 1.834847 -4.295994 -0.2 0.1 0.1
O -2.297291 1.030656 -4.107512 0.2 0.1 -0.4